1.
81
Properties=species:S:1:pos:R:3:forces:R:3:lowdin_charge:R:1 method="wB97M-V/def2-TZVPD" multiplicity=1 total_charge=+3
Al 0.517 0.821 -0.077 -1.0 -1.4 -0.3 1.413
C 1.113 -0.791 5.352 0.0 0.4 -1.9 -0.189
S 1.852 0.384 4.081 -1.1 0.8 -0.1 0.899
O 1.160 0.198 2.714 0.1 0.0 1.2 -0.647
C 1.112 1.923 4.791 1.0 0.0 0.3 -0.220
H 1.631 -0.616 6.295 -0.4 0.1 0.0 0.072
H 1.286 -1.799 4.977 0.4 0.0 0.1 0.026
H 0.034 -0.647 5.288 0.1 0.3 0.7 0.041
H 1.686 2.811 4.525 0.0 -0.2 -0.9 0.057
H 1.310 1.948 5.863 -0.6 -0.6 0.2 0.062
H 0.066 2.029 4.504 0.1 -0.3 0.1 0.052
C 4.429 -1.897 2.425 -0.4 -0.2 -0.1 -0.184
S 3.124 -1.944 1.154 0.2 0.3 0.0 0.874
O 2.919 -0.500 0.737 -0.1 -0.2 -0.8 -0.553
C 3.954 -2.918 -0.167 0.7 0.5 0.5 -0.208
H 4.787 -2.921 2.524 0.0 0.0 0.1 0.073
H 3.934 -1.579 3.343 0.1 0.0 0.0 0.031
H 5.256 -1.219 2.212 -0.2 0.0 -0.4 0.082
H 4.984 -2.582 -0.282 -0.2 0.5 -0.4 0.065
H 3.359 -2.874 -1.079 0.1 0.1 0.1 0.063
H 4.112 -3.947 0.158 -0.6 -0.1 0.3 0.069
C -2.835 -1.139 3.560 0.7 1.2 -0.8 -0.171
S -2.518 0.525 2.758 -1.1 -0.1 -0.3 0.910
O -2.011 0.284 1.342 0.4 0.2 0.3 -0.616
C -4.298 0.964 2.534 0.7 -0.3 0.3 -0.206
H -1.926 -1.208 4.157 -0.4 -0.6 0.2 0.023
H -2.866 -1.861 2.745 0.1 0.0 0.2 0.035
H -3.768 -1.134 4.123 0.3 0.1 0.1 0.071
H -4.701 1.111 3.535 -0.1 0.0 0.0 0.067
H -4.746 0.094 2.054 -0.2 0.2 0.0 0.054
H -4.423 1.880 1.957 0.3 -0.1 0.0 0.047
C -3.994 2.449 -1.982 0.3 1.1 -0.5 -0.192
S -2.884 3.251 -0.702 -0.2 0.6 -0.5 0.921
O -1.449 2.809 -0.892 0.5 -0.5 0.0 -0.600
C -2.770 4.979 -1.406 -0.3 -0.1 0.4 -0.186
H -5.047 2.614 -1.752 0.1 -0.1 0.7 0.065
H -3.796 1.401 -2.203 0.4 0.2 0.6 0.022
H -3.885 3.036 -2.894 0.4 -0.1 -0.2 0.039
H -2.042 5.552 -0.833 0.2 -0.5 0.2 0.064
H -3.687 5.556 -1.284 -0.4 -0.5 -0.1 0.069
H -2.457 4.959 -2.450 -0.1 -0.3 0.1 0.047
C -0.947 3.217 -4.612 -0.2 0.2 1.1 -0.232
S 0.154 1.805 -4.248 -0.9 0.1 -0.3 0.926
O -0.107 1.423 -2.797 0.0 -0.3 -0.4 -0.627
C -0.861 0.708 -5.340 -0.2 -0.4 1.1 -0.212
H -1.946 2.992 -4.239 -0.1 -0.6 -0.3 0.039
H -0.991 3.458 -5.674 0.3 0.0 0.2 0.074
H -0.679 4.060 -3.974 0.6 0.1 -0.4 0.054
H -0.430 -0.290 -5.408 0.5 0.3 -0.6 0.059
H -1.075 1.246 -6.263 0.5 -0.4 -0.1 0.066
H -1.817 0.506 -4.857 -0.1 0.5 0.3 0.044
C -3.538 -1.668 -2.990 0.0 0.8 0.1 -0.204
S -2.318 -1.555 -1.625 -0.1 0.7 1.1 0.928
O -1.947 -0.061 -1.414 0.2 -1.3 -0.3 -0.590
C -3.415 -1.871 -0.158 -0.7 0.0 -1.2 -0.209
H -3.075 -1.801 -3.968 0.4 -0.4 0.3 0.057
H -4.042 -0.706 -3.091 -0.3 0.0 0.4 0.051
H -4.243 -2.465 -2.756 0.1 0.0 -0.1 0.066
H -2.864 -2.303 0.677 0.1 0.5 -0.3 0.002
H -4.264 -2.512 -0.397 0.3 -0.5 -0.3 0.066
H -3.899 -0.905 -0.014 0.5 0.1 0.5 0.048
C 5.294 0.244 -2.780 -0.5 0.1 0.1 -0.221
S 3.998 1.528 -2.658 0.1 0.6 0.3 0.887
O 3.083 1.160 -1.498 -0.1 -0.2 0.2 -0.632
C 5.084 2.777 -1.942 0.4 0.3 0.6 -0.245
H 6.002 0.307 -1.954 -0.2 0.0 0.1 0.061
H 5.836 0.364 -3.718 -0.2 0.1 -0.1 0.069
H 4.742 -0.696 -2.788 0.2 0.0 0.0 0.046
H 4.622 3.706 -1.610 -0.7 -0.3 -0.3 0.064
H 5.903 3.085 -2.593 0.0 -0.4 -0.2 0.074
H 5.473 2.307 -1.039 0.2 0.0 0.0 0.057
C 0.690 -3.714 2.771 -1.0 0.2 -0.1 -0.203
S -0.289 -3.207 1.245 0.9 0.1 1.1 0.885
O -0.020 -1.739 0.929 0.1 -0.9 -0.5 -0.639
C 0.568 -4.339 0.113 0.6 1.1 -0.2 -0.220
H 0.136 -3.382 3.649 -0.2 0.2 -0.2 0.038
H 1.703 -3.319 2.847 -0.2 -0.1 -0.5 0.016
H 0.649 -4.802 2.816 0.2 0.0 -0.2 0.066
H 0.251 -4.083 -0.898 -0.4 -0.4 0.1 0.059
H 0.426 -5.374 0.423 -0.3 0.1 -0.2 0.078
H 1.632 -4.102 0.131 0.0 -0.1 0.2 0.014



2.
77
Properties=species:S:1:pos:R:3:forces:R:3:lowdin_charge:R:1 method="wB97M-V/def2-TZVPD" multiplicity=1 total_charge=-1
B -0.594 -0.396 -0.079 -1.0 0.5 0.6 -1.270
F -1.316 0.091 -1.169 -0.2 0.2 -0.1 0.135
F 0.582 0.293 0.073 0.9 1.6 0.3 0.159
F -1.412 -0.241 1.117 0.6 -0.6 -1.0 0.075
F -0.206 -1.673 -0.296 -0.5 -1.9 0.0 0.185
C 1.030 -2.294 3.618 -2.6 6.4 5.6 -0.052
C -0.505 -2.199 3.501 3.6 -1.6 4.9 -0.343
O -0.786 -2.928 2.409 -1.7 -1.7 -0.3 0.004
H 1.144 -3.205 3.870 1.6 -6.6 1.9 -0.006
H 1.620 -1.581 4.390 -1.9 -1.5 -0.5 0.133
H 1.642 -2.054 2.926 3.1 1.4 -6.2 -0.019
H -0.822 -1.241 3.650 -1.4 2.9 -1.0 0.062
H -0.839 -2.621 4.511 -0.1 -0.3 -1.4 0.131
H -0.911 -2.205 1.852 -0.7 1.2 -3.0 0.024
C 4.917 2.696 1.379 0.2 -1.1 -0.5 -0.092
C 3.700 2.104 0.686 -0.5 0.6 -2.9 -0.383
O 2.945 1.184 1.397 -2.9 -0.7 0.6 -0.124
H 5.567 3.353 0.757 -0.9 -0.4 0.2 0.082
H 5.563 1.887 1.719 0.0 0.0 0.4 0.066
H 4.471 3.234 2.184 0.4 0.6 1.0 0.054
H 3.919 1.554 -0.274 0.3 1.1 0.4 0.114
H 3.038 2.977 0.480 0.4 -0.3 -0.4 0.115
H 1.983 1.132 0.971 3.1 0.0 1.3 0.115
C 4.002 -4.202 -0.319 -4.5 -0.3 -2.1 -0.057
C 2.874 -3.303 0.067 -2.5 -5.4 -0.6 -0.294
O 1.810 -3.482 -0.870 -1.8 1.0 0.2 -0.095
H 4.192 -4.099 -1.338 -0.1 0.4 -2.3 0.062
H 3.689 -5.188 -0.249 -0.1 -2.1 0.7 0.065
H 4.877 -3.964 0.020 5.0 1.1 3.1 0.019
H 3.235 -2.419 0.112 1.9 6.6 0.1 0.044
H 2.523 -3.579 1.033 -0.3 -0.2 1.1 0.104
H 0.937 -2.997 -0.609 2.7 -1.1 -0.3 0.106
C -0.122 3.304 4.004 -0.7 0.8 1.2 -0.108
C -0.187 2.065 3.091 0.4 -2.2 2.1 -0.349
O -1.488 1.733 2.776 -2.7 1.7 4.2 -0.084
H -0.845 4.155 3.675 0.9 -1.8 0.3 0.087
H 0.887 3.845 3.978 -1.1 -1.3 0.4 0.074
H -0.457 2.964 5.089 0.9 1.0 -2.1 0.097
H 0.301 1.014 3.629 -0.5 3.2 -1.5 0.174
H 0.080 2.274 2.110 2.8 0.5 -1.4 0.075
H -1.539 1.316 1.973 0.0 -1.8 -2.8 -0.009
C -2.580 4.529 -1.605 3.3 -2.7 -1.2 -0.075
C -2.289 2.929 -1.701 -2.0 0.9 -0.3 -0.300
O -0.872 2.708 -1.973 -2.4 -2.2 1.8 -0.132
H -3.571 4.768 -1.417 -1.7 0.3 1.2 0.029
H -2.314 5.110 -2.471 0.2 -0.2 -1.0 0.046
H -1.763 4.782 -0.922 -0.9 0.5 0.7 0.068
H -3.045 2.276 -2.403 2.0 1.8 1.2 0.133
H -2.605 2.623 -0.655 0.8 -0.1 -1.0 0.103
H -0.847 1.782 -1.522 0.8 1.9 -1.4 0.076
C -2.026 0.724 -4.983 2.3 1.4 1.4 -0.085
C -1.773 -0.631 -4.336 -1.1 1.6 -0.6 -0.299
O -2.118 -1.710 -5.149 7.3 -1.1 1.9 -0.013
H -1.549 0.864 -5.933 0.9 0.0 -0.4 0.061
H -1.805 1.640 -4.284 -0.4 -1.9 -1.2 0.104
H -3.005 0.692 -5.244 -3.4 0.5 -0.5 0.022
H -2.494 -0.594 -3.512 1.2 -0.4 0.9 0.114
H -0.706 -0.704 -4.231 0.2 -0.4 1.3 0.110
H -2.900 -1.755 -5.502 -6.9 0.3 -2.6 -0.016
C 3.521 -0.309 -4.085 -1.3 0.5 0.8 -0.079
C 2.615 -0.600 -2.901 1.0 -1.9 -0.6 -0.340
O 2.158 0.565 -2.335 13.5 1.7 -10.0 0.080
H 2.915 0.169 -4.867 0.6 0.1 0.0 0.078
H 3.904 -1.265 -4.386 0.4 -0.3 -0.5 0.065
H 4.295 0.310 -3.642 0.3 0.3 -0.7 0.073
H 3.234 -1.263 -2.308 0.5 0.5 1.4 0.096
H 1.928 -1.393 -3.150 -1.5 0.4 -0.5 0.109
H 1.526 0.532 -1.865 -13.5 -1.3 10.2 -0.113
C -4.409 -1.301 1.870 -2.0 2.1 -2.6 -0.039
C -5.960 -1.511 2.124 9.4 -0.7 11.6 -0.229
O -6.028 -2.756 2.840 -1.0 0.2 -1.1 -0.055
H -4.255 -0.398 1.185 -0.1 -0.8 1.1 0.096
H -4.111 -2.097 1.243 0.1 -1.2 -0.9 0.054
H -3.643 -1.323 2.587 0.3 0.4 1.8 0.043
H -6.348 -1.511 1.342 -6.2 -1.1 -12.7 -0.018
H -6.446 -0.728 2.622 -0.4 1.3 1.5 0.100
H -6.137 -2.458 3.724 -0.1 -0.2 1.3 0.057



3.
85
Properties=species:S:1:pos:R:3:forces:R:3:lowdin_charge:R:1 method="wB97M-V/def2-TZVPD" multiplicity=1 total_charge=-1
Cl 0.282 -0.694 -0.660 -1.0 1.2 0.8 0.561
O -0.819 0.143 -0.332 -2.2 0.1 0.4 -0.371
O 0.946 -0.987 0.567 1.4 -0.6 0.9 -0.367
O -0.093 -1.905 -1.297 -0.7 -1.2 -0.6 -0.351
O 1.046 0.089 -1.545 2.5 0.6 -1.5 -0.352
C -4.285 4.150 -3.159 0.4 -0.1 0.3 -0.272
S -2.680 4.381 -2.369 0.4 2.4 0.7 0.820
O -2.678 5.882 -1.934 -0.1 -2.8 -0.4 -0.595
C -2.839 3.313 -0.872 0.5 0.2 -0.5 -0.223
H -4.249 3.192 -3.678 -0.3 0.0 0.1 0.002
H -4.338 4.978 -3.865 -0.1 -0.1 0.0 0.047
H -5.085 4.213 -2.421 0.0 -0.1 -0.1 0.057
H -2.352 3.904 -0.096 -0.8 0.4 0.3 0.024
H -2.175 2.449 -0.893 -0.1 -0.3 -0.7 0.028
H -3.868 2.976 -0.746 0.1 0.3 0.5 0.054
C 4.566 -0.241 -0.980 0.1 -0.3 -0.3 -0.242
S 5.403 1.455 -1.119 0.0 -0.6 -0.2 0.823
O 6.343 1.568 -2.299 -1.2 -0.4 0.9 -0.587
C 3.818 2.289 -1.545 0.3 -1.3 -0.7 -0.253
H 3.708 -0.150 -0.314 -0.1 0.3 -0.1 0.015
H 5.138 -1.092 -0.612 0.9 0.7 0.6 0.043
H 4.236 -0.722 -1.900 -0.4 1.0 -0.6 0.056
H 3.069 1.995 -0.810 0.1 0.4 0.2 0.009
H 3.528 1.732 -2.435 -0.2 0.3 -0.3 0.050
H 3.899 3.354 -1.763 0.2 -0.2 0.4 0.060
C -4.765 -2.679 -1.435 -0.1 -0.3 -1.3 -0.289
S -4.392 -1.616 -0.022 -0.2 -1.7 0.1 0.834
O -5.691 -1.711 0.721 0.5 0.4 0.2 -0.586
C -3.191 -2.810 0.748 0.0 0.5 -0.4 -0.234
H -5.504 -2.180 -2.063 -0.1 0.3 0.3 0.043
H -5.207 -3.638 -1.166 0.0 0.1 0.7 0.051
H -3.962 -2.929 -2.128 0.5 0.4 0.3 0.044
H -2.735 -2.365 1.632 -0.3 -0.1 0.1 0.020
H -2.380 -3.007 0.047 0.0 0.3 -0.2 0.034
H -3.675 -3.765 0.955 -0.3 0.2 0.2 0.055
C 0.849 4.935 2.919 0.5 0.0 1.1 -0.307
S 0.203 5.024 1.268 -0.1 -0.2 -2.1 0.832
O 0.779 6.202 0.488 0.0 -1.8 1.3 -0.565
C 0.850 3.349 0.590 -0.3 0.8 0.6 -0.203
H 0.411 4.117 3.491 -0.5 -0.2 -0.4 0.035
H 0.541 5.858 3.411 0.0 0.1 -0.1 0.047
H 1.918 4.809 3.090 0.3 0.2 -0.7 0.048
H 0.204 2.543 0.938 -0.1 0.1 0.5 0.043
H 1.869 3.171 0.935 0.0 0.2 -0.2 0.014
H 0.741 3.293 -0.493 0.3 0.6 0.0 0.052
C 2.030 -7.023 -0.780 -1.0 0.9 -0.4 -0.265
S 2.063 -5.862 0.677 1.8 0.3 -1.3 0.839
O 3.496 -5.370 0.813 -1.2 -0.5 0.3 -0.602
C 1.209 -4.415 -0.078 0.2 -0.5 0.9 -0.253
H 0.987 -6.919 -1.080 -0.3 -0.6 0.1 0.024
H 2.299 -8.068 -0.627 0.0 0.3 0.6 0.040
H 2.525 -6.675 -1.687 0.6 0.5 0.4 0.051
H 0.350 -4.674 -0.697 0.2 0.1 -0.1 0.050
H 1.982 -3.798 -0.537 -0.2 -0.3 -0.3 0.056
H 0.863 -3.870 0.800 -0.2 0.1 -0.1 0.030
C -2.995 0.621 -6.312 0.4 0.6 0.6 -0.228
S -2.753 0.942 -4.431 -2.8 -2.3 -0.5 0.856
O -4.099 0.510 -3.780 1.8 1.5 -1.0 -0.591
C -1.816 -0.561 -4.204 0.9 -0.4 -0.8 -0.276
H -3.322 -0.413 -6.420 -0.1 0.2 0.1 0.045
H -2.089 0.802 -6.891 0.5 -0.3 0.4 0.039
H -3.672 1.338 -6.776 -0.5 -0.1 0.6 0.037
H -1.360 -0.601 -3.215 0.0 0.0 -0.2 0.032
H -1.103 -0.659 -5.022 0.8 0.5 0.3 0.051
H -2.412 -1.443 -4.439 -0.8 0.3 0.6 0.059
C -0.635 -0.406 3.594 -0.9 0.6 -0.1 -0.266
S -0.685 -1.881 4.677 -0.7 -2.0 -2.7 0.881
O -1.535 -2.976 3.957 1.5 2.0 1.4 -0.601
C 1.082 -2.291 4.387 -0.2 -0.4 0.7 -0.258
H -1.149 0.408 4.105 0.5 0.0 0.6 0.040
H -1.267 -0.442 2.707 0.2 -1.1 -0.2 0.054
H 0.359 -0.069 3.300 -0.4 -0.4 0.3 0.002
H 1.369 -2.385 3.340 -0.3 0.6 -0.1 0.058
H 1.379 -3.237 4.840 -0.5 -0.1 0.3 0.049
H 1.587 -1.522 4.973 0.2 0.1 -0.5 0.011
C 3.060 0.947 2.435 -0.7 -0.3 -0.4 -0.237
S 2.537 1.759 4.006 -0.2 0.0 -0.6 0.866
O 1.019 1.662 4.198 2.6 0.1 -0.2 -0.567
C 3.392 0.561 5.071 -1.1 -0.6 0.6 -0.273
H 4.022 0.435 2.449 0.1 0.3 0.6 0.062
H 3.071 1.628 1.584 -0.1 0.2 0.3 0.014
H 2.317 0.184 2.202 -0.2 0.0 0.0 0.030
H 3.279 -0.498 4.840 0.0 0.1 -0.8 0.031
H 2.774 0.646 5.965 0.6 0.3 0.6 0.047
H 4.457 0.745 5.206 -0.2 0.5 0.1 0.058



Let's list total energy in order: -4666.950872; -1664.531959; -5186.462468 a.u..
Let's list energy relative to the best compared isomer or geometry (same formula, charge and spin) in order: 0.00; 1018.03; 281.00 kJ/mol.